The following is a DFT calculation (ωB97M-V/def2-TZVPD) of 7 unconnected molecules or ions with the total composition C43H97N3O11 at a distorted geometry.

Last column: Löwdin spin population.
Element x y z (Å)
C  7.66  -2.62  -0.87  0.000
O  6.82  -2.81  -2.00  0.000
C  6.32  -1.61  -2.62  0.000
C  5.91  -1.85  -4.07  0.000
O  5.02  -0.91  -4.62  0.000
C  4.19  -1.24  -5.75  0.000
H  8.52  -1.96  -0.97  0.000
H  7.94  -3.60  -0.49  0.000
H  7.13  -2.26  0.02  0.000
H  7.13  -0.89  -2.56  0.000
H  5.52  -1.25  -1.97  0.000
H  5.37  -2.79  -4.10  0.000
H  6.80  -1.77  -4.69  0.000
H  4.81  -1.89  -6.36  0.000
H  3.77  -0.43  -6.36  0.000
H  3.31  -1.68  -5.28  0.000
C  6.74  5.33  3.30  0.000
O  6.10  5.98  2.20  0.000
C  6.63  5.59  0.90  0.000
C  5.99  4.29  0.52  0.000
O  6.75  3.21  1.09  0.000
C  6.06  1.95  1.18  0.000
H  7.83  5.30  3.27  0.000
H  6.35  4.35  3.54  0.000
H  6.48  5.88  4.21  0.000
H  7.69  5.35  1.04  0.000
H  6.49  6.30  0.09  0.000
H  6.07  4.18  -0.57  0.000
H  4.96  4.29  0.87  0.000
H  5.85  1.60  0.16  0.000
H  5.15  1.90  1.77  0.000
H  6.75  1.24  1.63  0.000
C  -2.50  2.57  3.65  0.000
O  -3.90  2.83  4.06  0.000
C  -4.50  3.82  3.24  0.000
C  -6.04  3.93  3.56  0.000
O  -6.57  4.61  4.65  0.000
C  -5.90  4.37  5.81  0.000
H  -2.09  1.79  4.29  0.000
H  -1.85  3.38  3.97  0.000
H  -2.47  2.25  2.60  0.000
H  -4.44  3.46  2.21  0.000
H  -3.98  4.78  3.21  0.000
H  -6.36  2.89  3.65  0.000
H  -6.48  4.43  2.70  0.000
H  -6.43  5.03  6.50  0.000
H  -4.88  4.77  5.71  0.000
H  -5.93  3.31  6.06  0.000
C  -6.23  -7.00  0.86  0.000
O  -5.94  -6.17  1.99  0.000
C  -5.08  -5.02  1.75  0.000
C  -3.49  -5.29  1.70  0.000
O  -3.16  -5.72  0.40  0.000
C  -1.71  -6.06  0.30  0.000
H  -5.33  -7.38  0.37  0.000
H  -6.65  -6.40  0.06  0.000
H  -6.89  -7.76  1.26  0.000
H  -5.14  -4.27  2.54  0.000
H  -5.42  -4.60  0.80  0.000
H  -3.34  -6.06  2.46  0.000
H  -3.00  -4.41  2.12  0.000
H  -1.31  -6.13  -0.72  0.000
H  -1.52  -7.01  0.79  0.000
H  -1.14  -5.32  0.86  0.000
C  2.76  6.93  0.20  0.010
C  1.61  6.12  0.76  0.059
C  2.10  5.66  2.17  0.003
C  0.99  5.05  3.07  0.000
C  -0.15  6.10  3.03  0.003
C  -0.72  6.44  1.69  0.047
N  0.39  6.91  0.85  0.585
O  -0.02  7.40  -0.39  0.154
C  -1.61  5.31  1.12  0.042
C  -1.70  7.64  1.82  0.019
C  1.48  4.83  -0.11  0.052
H  3.68  6.35  0.23  0.000
H  3.00  7.79  0.83  0.000
H  2.67  7.31  -0.82  0.000
H  2.91  4.93  2.04  0.000
H  2.68  6.44  2.65  0.001
H  1.34  4.99  4.10  0.000
H  0.74  4.08  2.66  0.000
H  0.22  6.98  3.56  0.000
H  -0.90  5.91  3.80  0.000
H  -1.05  4.37  1.11  0.001
H  -2.49  5.12  1.74  0.004
H  -2.10  5.50  0.17  0.001
H  -2.47  7.41  2.55  0.001
H  -1.16  8.56  2.07  0.000
H  -2.12  7.93  0.86  0.000
H  1.01  3.96  0.35  0.001
H  2.45  4.38  -0.32  0.005
H  0.98  5.07  -1.04  0.002
H  0.57  8.14  -0.53  0.009
C  1.04  -0.69  -2.06  0.000
C  0.96  -1.23  -0.64  0.000
C  2.48  -1.69  -0.36  0.000
C  2.69  -2.08  1.15  0.000
C  2.23  -0.91  2.02  0.000
C  0.78  -0.42  1.77  0.000
N  0.56  -0.18  0.32  0.000
O  -0.71  0.24  0.14  0.000
C  -0.27  -1.25  2.51  0.000
C  0.72  0.98  2.35  0.000
C  0.01  -2.49  -0.59  0.000
H  0.05  -0.38  -2.38  0.000
H  1.30  -1.45  -2.80  0.000
H  1.67  0.19  -2.03  0.000
H  2.75  -2.54  -0.99  0.000
H  3.18  -0.90  -0.64  0.000
H  3.69  -2.36  1.47  0.000
H  1.96  -2.82  1.50  0.000
H  2.89  -0.04  2.04  0.000
H  2.30  -1.45  2.96  0.000
H  0.16  -1.83  3.32  0.000
H  -1.07  -0.56  2.81  0.000
H  -0.83  -1.92  1.86  0.000
H  -0.19  1.57  2.45  0.000
H  1.15  1.06  3.35  0.000
H  1.39  1.60  1.75  0.000
H  0.27  -3.30  -1.27  0.000
H  -1.03  -2.17  -0.62  0.000
H  0.17  -3.08  0.31  0.000
H  -0.59  1.19  0.03  0.000
C  -3.28  -3.09  -2.28  0.000
C  -3.44  -4.02  -3.54  0.000
C  -2.20  -3.92  -4.36  0.000
C  -2.13  -4.91  -5.47  0.000
C  -2.31  -6.30  -4.83  0.000
C  -3.50  -6.50  -3.87  0.000
N  -3.54  -5.42  -2.93  0.000
O  -4.68  -5.38  -1.99  0.000
C  -4.84  -6.69  -4.62  0.000
C  -3.17  -7.80  -3.16  0.000
C  -4.78  -3.48  -4.25  0.000
H  -4.17  -3.04  -1.66  0.000
H  -2.85  -2.10  -2.45  0.000
H  -2.48  -3.46  -1.64  0.000
H  -2.28  -2.90  -4.73  0.000
H  -1.26  -3.81  -3.82  0.000
H  -1.15  -4.82  -5.94  0.000
H  -2.86  -4.59  -6.22  0.000
H  -1.35  -6.63  -4.45  0.000
H  -2.54  -6.86  -5.74  0.000
H  -5.71  -6.39  -4.02  0.000
H  -4.95  -5.95  -5.41  0.000
H  -4.92  -7.67  -5.09  0.000
H  -3.94  -7.98  -2.42  0.000
H  -3.10  -8.63  -3.86  0.000
H  -2.22  -7.66  -2.63  0.000
H  -4.96  -2.42  -4.05  0.000
H  -5.68  -4.03  -3.98  0.000
H  -4.64  -3.55  -5.33  0.000
H  -4.29  -5.52  -1.13  0.000

Properties
Orbital gap (alpha / beta), eV: 6.88 / 2.45
Charge: +1
Spin multiplicity: 2
Maximum force, eV Å⁻¹: 3.9

=====

The following is a DFT calculation (ωB97M-V/def2-TZVPD) of a molecular structure, C18H18N4O5Sn.

Last column: Mulliken charge in e.
Element x y z (Å)
Sn  -0.58  -0.30  0.28  1.218
O  -1.12  -3.76  -1.81  -0.595
N  -0.79  -2.72  -1.30  1.354
O  -1.44  -1.63  -1.50  -0.662
O  0.20  -2.64  -0.50  -0.822
N  2.35  -1.27  -1.03  -0.006
C  3.52  -0.92  -1.57  -0.058
C  3.62  0.45  -1.48  -0.883
C  2.43  0.86  -0.87  -0.373
N  1.67  -0.20  -0.60  0.047
H  1.90  -2.17  -0.97  0.191
H  4.20  -1.65  -1.98  0.446
H  4.43  1.08  -1.82  0.366
H  2.08  1.85  -0.62  0.456
C  -5.47  3.55  -1.09  -1.706
C  -4.81  2.35  -0.46  1.079
C  -5.07  1.08  -0.97  -0.964
C  -4.47  -0.04  -0.41  -1.084
C  -3.55  0.13  0.60  -0.494
C  -3.25  1.40  1.11  -0.137
N  -2.25  1.43  2.12  0.246
C  -1.37  2.48  2.42  0.011
C  -1.06  2.72  3.76  -0.786
C  -0.14  3.70  4.11  -0.601
C  0.46  4.47  3.13  -0.754
C  0.16  4.23  1.80  -0.675
C  -0.73  3.23  1.43  1.084
C  -0.86  2.93  -0.05  0.257
O  -1.16  3.79  -0.85  -0.630
O  -0.54  1.71  -0.39  -0.599
C  -3.95  2.52  0.64  0.865
C  -3.88  3.86  1.31  -1.623
H  -5.99  3.25  -2.00  0.403
H  -4.72  4.30  -1.34  0.316
H  -6.19  4.01  -0.42  0.347
H  -5.75  0.97  -1.80  0.365
H  -4.71  -1.03  -0.78  0.413
H  -3.07  -0.74  1.06  0.902
H  -2.52  0.89  2.93  0.177
H  -1.55  2.14  4.53  0.386
H  0.09  3.86  5.15  0.409
H  1.16  5.25  3.40  0.419
H  0.62  4.82  1.02  0.479
H  -3.58  3.77  2.35  0.342
H  -4.86  4.33  1.29  0.596
H  -3.18  4.53  0.81  0.278

Properties
Energy relative to the best compared isomer or geometry (same formula, charge and spin), eV: 0.000
Orbital gap, eV: 8.22
Spin multiplicity: 1
Maximum force, eV Å⁻¹: 0.7

=====

The following is a DFT calculation (ωB97M-V/def2-TZVPD) of a single C5H8O2 molecule at a distorted geometry.

Last column: Mulliken charge in e.
Element x y z (Å)
C  1.79  -0.19  1.07  -1.235
C  0.87  0.25  0.01  0.466
O  1.17  1.10  -0.79  -0.523
C  -0.59  -0.09  0.09  0.998
O  -1.19  -0.75  1.14  -0.548
C  -0.77  -0.42  -1.33  -0.871
C  -1.25  1.05  -0.55  -0.734
H  2.79  0.14  0.81  0.365
H  1.78  -1.26  1.25  0.323
H  1.45  0.34  1.98  0.264
H  -1.32  -1.66  0.88  0.359
H  -1.62  -0.91  -1.75  0.380
H  0.09  -0.86  -1.89  0.240
H  -2.33  1.19  -0.54  0.320
H  -0.88  2.08  -0.40  0.197

Properties
Energy relative to the best compared isomer or geometry (same formula, charge and spin), eV: 3.255
Orbital gap, eV: 9.66
Structure (SMILES): CC(=O)C1(O)CC1
Spin multiplicity: 1
Maximum force, eV Å⁻¹: 2.5

=====

The following is a DFT calculation (ωB97M-V/def2-TZVPD) of a molecular structure, C16H10N4O4SSc at a distorted geometry.

Last column: Mulliken charge in e.
Element x y z (Å)
Sc  -1.14  1.70  -1.13  0.866
O  2.88  -3.90  1.91  -0.751
C  2.04  -3.25  2.56  0.472
O  1.67  -3.33  3.75  -0.749
C  1.33  -2.15  1.75  -1.006
C  0.37  -1.34  2.31  -0.730
C  -0.25  -0.36  1.55  0.547
N  0.04  -0.15  0.25  -0.278
C  0.98  -0.95  -0.29  0.833
C  1.63  -1.94  0.42  -0.709
C  1.33  -0.74  -1.73  0.328
C  2.29  -1.53  -2.35  -0.529
C  2.59  -1.31  -3.68  -0.539
C  1.92  -0.31  -4.35  -0.698
C  0.97  0.44  -3.67  -0.367
N  0.68  0.23  -2.37  0.262
C  -1.29  0.51  2.17  0.625
C  -1.64  0.36  3.50  -0.508
C  -2.61  1.19  4.03  -0.464
C  -3.19  2.15  3.22  -0.822
C  -2.77  2.23  1.90  0.090
N  -1.84  1.43  1.38  0.103
H  0.14  -1.51  3.35  0.610
H  2.38  -2.58  -0.01  0.631
H  2.80  -2.30  -1.80  0.424
H  3.33  -1.92  -4.18  0.435
H  2.10  -0.09  -5.40  0.420
H  0.42  1.23  -4.14  0.439
H  -1.18  -0.39  4.12  0.437
H  -2.91  1.09  5.07  0.432
H  -3.95  2.83  3.58  0.375
H  -3.16  2.95  1.17  0.134
S  -2.74  3.38  -0.98  -0.675
O  -0.89  2.99  -4.98  -0.427
N  -1.41  3.11  -3.91  0.144
O  -0.93  2.23  -3.01  -0.355

Properties
Orbital gap, eV: 5.86
Charge: -1
Spin multiplicity: 1
Maximum force, eV Å⁻¹: 1.8

=====

The following is a DFT calculation (ωB97M-V/def2-TZVPD) of a molecular structure, C9H10N4OS at a distorted geometry.

Last column: Mulliken charge in e.
Element x y z (Å)
O  2.24  -0.53  1.06  -0.529
S  -1.64  2.38  1.23  -0.235
N  2.16  3.02  -1.73  -0.603
N  0.30  2.53  -0.46  -0.374
N  3.45  1.25  -1.04  -0.625
C  1.55  0.31  0.53  0.318
C  -0.24  1.80  0.52  0.126
C  3.28  2.38  -1.86  -0.140
C  1.51  2.26  -0.86  0.974
C  2.23  1.16  -0.52  0.505
N  0.24  0.59  1.01  0.238
C  -1.44  -0.94  -0.94  -1.497
C  -2.15  -2.55  0.88  -1.493
C  -0.64  -0.55  1.38  -1.198
C  -1.05  -1.62  0.39  1.039
H  4.16  2.66  -2.48  0.419
H  -1.89  -1.54  -1.69  0.480
H  -0.59  -0.54  -1.47  0.316
H  -2.17  -0.14  -0.87  0.331
H  -1.93  -3.19  1.74  0.375
H  -3.01  -1.87  1.06  0.358
H  -2.31  -3.20  0.01  0.374
H  -1.59  -0.13  1.81  0.436
H  -0.27  -1.25  2.20  0.190
H  -0.19  -2.29  0.08  0.215

Properties
Energy relative to the best compared isomer or geometry (same formula, charge and spin), eV: 1.587
Orbital gap, eV: 5.93
Spin multiplicity: 1
Maximum force, eV Å⁻¹: 5.4

=====

The following is a DFT calculation (ωB97M-V/def2-TZVPD) of a molecular structure, C9H36FeO17S2 at a distorted geometry.

Last column: Löwdin spin population.
Element x y z (Å)
Fe  2.11  0.12  0.70  3.653
S  4.39  -2.07  -0.22  -0.003
O  4.18  -2.96  -1.35  0.034
O  3.33  -1.06  -0.14  0.070
O  4.64  -2.68  1.07  0.467
O  5.69  -1.44  -0.19  0.511
S  -0.49  0.47  0.28  0.019
O  -1.56  -0.25  0.93  0.009
O  -0.95  1.46  -0.71  0.009
O  0.51  1.01  1.22  0.073
O  0.57  -0.40  -0.29  0.064
C  1.48  -2.82  -3.07  0.000
O  2.84  -2.45  -3.28  0.000
H  0.87  -2.87  -3.97  0.000
H  1.40  -3.78  -2.57  0.000
H  1.02  -2.14  -2.36  0.000
H  3.31  -2.63  -2.47  0.000
C  2.33  1.45  -2.01  0.002
O  2.61  1.61  -0.62  0.040
H  1.39  1.96  -2.22  0.000
H  3.07  1.95  -2.63  0.001
H  2.27  0.41  -2.31  0.000
H  2.92  2.51  -0.52  0.004
C  1.18  -2.68  1.66  0.004
O  1.73  -1.43  2.01  0.034
H  1.18  -2.92  0.59  0.000
H  1.67  -3.47  2.22  0.001
H  0.14  -2.64  1.96  0.001
H  1.93  -1.70  2.91  0.003
C  -1.36  0.29  4.26  0.000
O  -1.70  -0.84  3.52  0.000
H  -2.07  1.10  4.10  0.000
H  -1.21  0.00  5.30  0.000
H  -0.37  0.60  3.93  0.000
H  -1.63  -0.68  2.58  0.000
C  -1.52  -3.15  -0.87  0.000
O  -2.00  -2.75  0.44  0.000
H  -1.85  -4.19  -0.86  0.000
H  -1.95  -2.59  -1.70  0.000
H  -0.44  -3.28  -0.93  0.000
H  -1.84  -1.81  0.56  0.000
C  -4.68  0.03  -0.24  0.000
O  -4.22  0.25  1.06  0.000
H  -4.21  0.78  -0.88  0.000
H  -4.23  -0.89  -0.60  0.000
H  -5.76  0.02  -0.30  0.000
H  -3.27  0.14  1.07  0.000
C  1.73  3.33  3.55  0.000
O  3.08  3.38  3.18  0.002
H  1.28  2.33  3.49  0.000
H  1.66  3.60  4.60  0.000
H  1.14  4.05  2.98  0.000
H  3.49  2.53  3.37  0.001
C  -1.89  0.09  -3.43  0.000
O  -0.99  1.16  -3.21  0.000
H  -2.90  0.33  -3.11  0.000
H  -1.86  -0.12  -4.50  0.000
H  -1.52  -0.74  -2.83  0.000
H  -1.08  1.37  -2.27  0.000
C  -2.47  4.42  -1.29  0.000
O  -1.59  4.00  -0.31  0.000
H  -2.84  5.44  -1.16  0.000
H  -1.95  4.39  -2.25  0.000
H  -3.33  3.76  -1.38  0.000
H  -1.41  3.08  -0.51  0.000

Properties
Energy relative to the best compared isomer or geometry (same formula, charge and spin), eV: 4.815
Orbital gap (alpha / beta), eV: 8.63 / 5.82
Charge: -1
Spin multiplicity: 6
Maximum force, eV Å⁻¹: 6.2

=====

The following is a DFT calculation (ωB97M-V/def2-TZVPD) of a single C21H24N2O4S molecule at a distorted geometry.

Last column: Mulliken charge in e.
Element x y z (Å)
C  -5.13  -2.86  -0.17  -1.214
C  -4.64  -2.02  1.01  -0.346
O  -4.13  -0.76  0.64  -0.278
C  -5.10  0.19  0.24  -0.591
C  -4.43  1.56  0.08  -0.601
H  -3.87  1.79  0.99  0.285
H  -5.21  2.31  -0.05  0.375
C  -3.48  1.61  -1.12  -0.913
N  -2.36  0.72  -0.93  -0.072
C  -1.09  1.16  -0.85  0.202
O  -0.74  2.29  -1.14  -0.707
C  -0.10  0.11  -0.43  0.217
C  1.20  0.24  -0.92  0.018
C  2.19  -0.67  -0.56  0.149
C  1.85  -1.70  0.31  0.464
C  0.57  -1.82  0.81  -1.030
C  -0.42  -0.92  0.45  -0.980
H  -1.40  -1.01  0.87  0.754
H  0.36  -2.64  1.48  0.502
S  3.11  -2.91  0.82  0.458
O  2.39  -4.16  1.05  -0.637
C  3.76  -2.94  -0.92  -0.918
C  4.34  -1.59  -1.23  0.885
O  5.48  -1.44  -1.62  -0.651
N  3.50  -0.53  -1.04  0.106
C  4.00  0.81  -1.30  -1.293
C  3.75  1.70  -0.11  0.700
C  3.10  2.92  -0.24  -0.262
C  2.86  3.71  0.87  -0.677
C  3.25  3.28  2.12  -0.432
C  3.90  2.07  2.26  -0.721
C  4.15  1.28  1.16  -0.171
H  4.66  0.34  1.27  0.400
H  4.21  1.73  3.24  0.391
H  3.05  3.90  2.99  0.391
H  2.35  4.66  0.75  0.378
H  2.78  3.26  -1.22  0.335
H  5.08  0.70  -1.47  0.483
H  3.55  1.23  -2.20  0.397
H  4.54  -3.70  -1.00  0.412
H  2.93  -3.20  -1.58  0.368
H  1.40  1.06  -1.59  0.451
H  -2.60  -0.20  -0.59  0.161
H  -4.02  1.32  -2.03  0.328
H  -3.08  2.61  -1.25  0.445
H  -5.56  -0.11  -0.71  0.324
H  -5.88  0.25  1.00  0.382
H  -5.46  -1.89  1.74  0.360
H  -3.81  -2.53  1.50  0.314
H  -4.35  -2.94  -0.92  0.308
H  -5.38  -3.86  0.18  0.425
H  -6.02  -2.42  -0.62  0.325

Properties
Energy relative to the best compared isomer or geometry (same formula, charge and spin), eV: 1.192
Orbital gap, eV: 9.17
Spin multiplicity: 1
Maximum force, eV Å⁻¹: 1.7